DFT (the ωB97M-V functional and the def2-TZVPD basis) results for a molecular structure, C33H34N7OS3Ti in a non-equilibrium geometry.

Geometry as XYZ:
```
79
Properties=species:S:1:pos:R:3
Ti 1.029 0.918 -0.005
C -2.502 2.680 1.629
C -1.094 2.545 1.107
N -0.582 1.329 0.851
N -1.253 0.174 1.254
C -1.392 -0.008 2.545
S -0.699 0.842 3.820
S -2.623 -1.238 3.074
C -2.372 -2.804 2.159
C -3.191 -3.046 0.917
C -3.709 -4.318 0.677
C -4.446 -4.584 -0.469
C -4.675 -3.581 -1.399
C -4.164 -2.310 -1.169
C -3.433 -2.044 -0.020
C -0.310 3.712 0.836
C -0.858 5.008 0.985
C -0.143 6.153 0.713
C 1.185 6.068 0.291
C 1.775 4.824 0.188
C 1.074 3.647 0.464
O 1.743 2.488 0.434
H -2.502 2.902 2.699
H -3.046 1.748 1.484
H -3.044 3.470 1.106
H -2.603 -3.568 2.902
H -1.306 -2.860 1.958
H -3.533 -5.111 1.396
H -4.851 -5.576 -0.634
H -5.255 -3.785 -2.291
H -4.339 -1.516 -1.885
H -3.044 -1.049 0.172
H -1.880 5.107 1.323
H -0.613 7.121 0.837
H 1.747 6.963 0.055
H 2.817 4.728 -0.100
C -1.876 1.642 -1.983
C -0.515 1.659 -2.613
C -0.224 1.837 -3.950
C 1.189 1.872 -4.059
C 1.687 1.717 -2.783
C 3.135 1.776 -2.374
N 0.650 1.570 -1.885
H -2.634 1.586 -2.767
H -2.041 2.553 -1.405
H -2.018 0.799 -1.301
H -0.934 1.944 -4.758
H 1.767 2.010 -4.963
H 3.606 2.671 -2.786
H 3.696 0.911 -2.741
H 3.233 1.826 -1.292
N 2.728 1.518 2.839
C 2.524 0.207 2.577
N 1.678 -0.273 1.698
C 1.681 -1.664 1.745
C 0.767 -2.510 1.118
C 0.917 -3.882 1.243
C 1.942 -4.435 2.002
C 2.813 -3.611 2.701
C 2.659 -2.244 2.573
S 3.553 -0.982 3.374
H 1.987 2.104 2.467
H 2.942 1.715 3.804
H -0.079 -2.077 0.603
H 0.197 -4.535 0.761
H 2.037 -5.510 2.089
H 3.577 -4.027 3.344
C -0.014 -1.468 -2.276
C 1.374 -1.583 -1.760
N 2.015 -0.688 -1.033
C 3.298 -1.161 -0.867
C 3.433 -2.350 -1.500
N 2.213 -2.593 -2.090
H -0.599 -0.831 -1.613
H -0.497 -2.444 -2.341
H -0.009 -0.997 -3.262
H 4.032 -0.614 -0.299
H 4.267 -3.021 -1.604
H 1.934 -3.447 -2.536
```

Values from the calculation:
highest occupied orbital energy (spin up / spin down) = -1.79 / -1.80 eV
E = -3780.61273 hartree
orbital gap (spin up / spin down) = 3.9080 / 3.9157 eV
net charge = -1

Okay, here come the Mulliken numbers, in e, for every atom: atom 1 (Ti): -1.16, atom 2 (C): -2.71, atom 3 (C): 1.14, atom 4 (N): 1.57, atom 5 (N): -0.37, atom 6 (C): 0.14, atom 7 (S): -0.48, atom 8 (S): -0.29, atom 9 (C): -0.29, atom 10 (C): 0.73, atom 11 (C): -0.66, atom 12 (C): -0.53, atom 13 (C): -0.47, atom 14 (C): -0.70, atom 15 (C): 0.28, atom 16 (C): 1.11, atom 17 (C): -1.60, atom 18 (C): -0.71, atom 19 (C): -0.75, atom 20 (C): -0.71, atom 21 (C): 0.80, atom 22 (O): -1.00, atom 23 (H): 0.34, atom 24 (H): 0.35, atom 25 (H): 0.61, atom 26 (H): 0.61, atom 27 (H): -0.55, atom 28 (H): 0.35, atom 29 (H): 0.37, atom 30 (H): 0.38, atom 31 (H): 0.45, atom 32 (H): 0.20, atom 33 (H): 0.30, atom 34 (H): 0.38, atom 35 (H): 0.39, atom 36 (H): 0.41, atom 37 (C): -0.68, atom 38 (C): -0.02, atom 39 (C): -1.20, atom 40 (C): -0.93, atom 41 (C): 0.41, atom 42 (C): -1.58, atom 43 (N): 2.12, atom 44 (H): 0.44, atom 45 (H): 0.12, atom 46 (H): -0.24, atom 47 (H): 0.44, atom 48 (H): 0.50, atom 49 (H): 0.43, atom 50 (H): 0.24, atom 51 (H): 0.17, atom 52 (N): -0.39, atom 53 (C): -0.09, atom 54 (N): 1.51, atom 55 (C): -1.04, atom 56 (C): -0.51, atom 57 (C): -0.65, atom 58 (C): -1.01, atom 59 (C): -0.30, atom 60 (C): 0.89, atom 61 (S): -0.42, atom 62 (H): 0.16, atom 63 (H): 0.32, atom 64 (H): 0.75, atom 65 (H): 0.48, atom 66 (H): 0.40, atom 67 (H): 0.41, atom 68 (C): -1.39, atom 69 (C): 0.03, atom 70 (N): 1.69, atom 71 (C): -1.08, atom 72 (C): -0.77, atom 73 (N): 0.06, atom 74 (H): -0.20, atom 75 (H): 0.59, atom 76 (H): 0.25, atom 77 (H): 0.50, atom 78 (H): 0.44, atom 79 (H): 0.26